This record from the Open Molecules 2025 dataset describes a cluster of 15 separate species, C20H70N12O15 in total at a distorted geometry. The level of theory is ωB97M-V/def2-TZVPD.

Structure (XYZ):
```
117
Properties=species:S:1:pos:R:3:forces:R:3
O -2.568696 -1.399107 -3.536719 0.5 -0.7 -0.5
O 0.858956 0.199593 -1.118708 1.3 -0.5 -0.5
O 3.594165 -0.006373 4.339085 0.9 1.0 -5.7
O 4.365294 -3.480498 0.312327 -0.4 -0.5 0.6
O -3.045600 2.334627 0.359625 -0.6 -0.6 -0.7
O -2.237453 2.199992 -3.295509 -0.7 -2.0 -0.7
O 0.115030 -4.046904 -3.731072 6.4 0.9 1.5
O -0.911893 4.040182 0.793576 0.6 -0.2 1.1
O -2.043600 -3.913373 -1.909432 -1.3 -0.1 -0.6
O -1.072600 -2.658441 2.809386 -0.7 -1.0 0.7
O 2.233342 5.518221 3.865171 -3.8 -3.2 -2.3
O -2.908017 -1.485537 1.396963 -5.9 -0.1 3.2
O 0.012626 1.336922 3.019216 -6.8 2.1 0.5
O 5.316042 2.300379 0.208122 -3.5 -5.4 -2.3
O 0.203744 -0.551044 -3.500919 0.0 -0.2 0.8
N 2.363192 -4.704606 -3.276247 0.9 -4.5 0.2
N -1.695469 2.799676 3.744554 0.4 5.3 3.2
N 0.094403 4.852874 3.413349 -7.3 1.1 0.5
N 1.728981 3.727753 2.475665 0.6 -2.0 -1.8
N -5.243294 -1.876902 1.439791 -3.1 0.7 -2.1
N 1.980686 -2.643357 -3.339253 -1.8 5.7 -0.2
N 2.768926 0.632139 2.259185 1.3 0.4 -2.7
N 4.771405 -0.330704 2.326056 2.7 -1.0 -3.0
N -2.313896 1.098889 2.604006 -2.5 -1.7 -0.7
N -4.269966 -1.603443 3.387043 -0.8 -0.2 2.2
N 3.243310 1.471156 -0.384146 -2.9 1.7 -1.2
N 4.966275 0.034762 -0.366289 1.8 -2.6 -1.1
C -1.505499 -3.619012 -0.655132 1.1 0.8 -1.5
C -1.307945 1.750866 3.138813 7.3 -3.2 -1.1
C 1.348815 4.706946 3.253212 8.4 4.0 3.0
C 1.764992 0.776901 -4.642588 -1.2 2.0 0.9
C 3.741606 0.148111 2.984810 -0.8 -1.8 7.8
C -4.095886 -1.641415 2.077545 4.6 0.6 -3.2
C -1.499474 3.041743 -2.490543 0.7 1.7 -0.9
C 0.358115 0.183706 -4.651024 0.6 2.5 -2.1
C 2.147948 -2.364081 0.319697 1.5 1.2 0.5
C -0.579196 -4.686658 -0.219507 -0.8 -0.9 2.2
C 1.451796 -3.804713 -3.415562 -6.9 -0.8 -2.0
C 0.077634 -1.905184 3.134185 -0.7 0.1 0.6
C -4.129192 1.630508 -0.314535 0.3 0.4 1.5
C -0.166576 0.402280 -0.206054 1.2 -0.4 2.1
C 1.163047 -2.865987 3.666555 -0.1 2.8 -1.1
C 4.521567 1.255751 -0.229669 4.8 7.5 2.5
C -1.068652 4.228314 -3.459480 -0.7 0.3 0.5
C 2.930213 -3.676799 0.201739 0.2 1.4 -0.6
C -3.095697 -0.874806 -2.364824 0.1 1.4 0.3
C -1.247328 5.342330 0.386404 2.4 0.4 -0.2
H -1.211853 -5.560942 0.125252 0.9 0.6 -0.8
H 0.284751 -1.377328 2.216876 1.2 0.3 -0.3
H -2.610270 3.263077 3.536011 1.4 -0.8 0.4
H -3.362119 -1.529204 -1.556119 -0.3 -1.1 0.0
H -2.096403 5.690720 0.892193 -1.5 0.6 0.4
H -0.653521 -0.531629 0.180403 0.3 0.6 -0.4
H 4.388143 -0.674505 -0.764723 -0.2 -0.4 -0.2
H -3.532021 -1.478722 4.059462 0.3 -0.2 -0.2
H -0.124216 -4.325064 0.695395 0.4 -0.1 0.4
H -1.056332 -2.613653 -0.678291 0.5 0.0 -0.1
H 5.682803 -0.432752 2.783303 -1.0 0.0 -0.1
H -2.322985 -0.267939 -1.916609 0.1 0.6 0.0
H -0.431672 3.922305 -4.276147 0.7 -0.5 0.2
H 1.715186 1.574075 -3.891962 0.3 0.0 0.2
H 1.907828 0.737385 2.651647 -2.8 0.4 1.3
H -3.108407 2.558365 -3.361800 -0.9 0.2 -0.4
H 5.946335 -0.213669 -0.241095 -0.4 0.6 -0.2
H -1.999650 0.300198 2.071717 -1.0 -0.8 0.0
H -1.319473 5.261141 -0.672718 -0.6 0.8 -1.0
H 1.068822 -2.428974 0.171317 0.2 -0.4 -0.1
H 2.844471 -2.464864 -2.918649 1.4 -0.2 0.5
H 2.790638 -3.942762 -0.813538 -0.5 -1.1 -1.0
H -1.721238 3.557383 0.657786 -0.5 -0.9 -0.3
H -0.421432 6.054217 0.608858 -0.4 -0.7 0.0
H 1.365604 -1.806308 -3.411889 0.4 -1.0 0.1
H 0.187481 -4.944179 -0.917260 0.3 -0.3 -0.6
H 0.543328 -0.064374 -1.996945 -0.1 0.0 -0.1
H 1.005301 3.142426 2.077977 0.2 -0.1 0.2
H 2.502254 0.806111 -0.734431 0.8 0.9 0.2
H 2.514968 -1.585739 -0.437693 -0.4 -1.2 0.9
H 0.928210 -3.235995 4.623645 -0.9 -1.3 0.8
H 2.016475 -2.260202 3.935293 0.7 0.4 -0.4
H -4.025569 1.647333 -1.380671 0.3 0.3 -0.5
H 4.764421 -0.402710 1.213186 0.0 0.3 3.9
H -2.851041 1.878893 1.206451 0.0 0.1 -0.7
H -4.198685 0.571030 -0.026904 0.3 0.2 0.1
H 2.045166 1.315010 -5.528407 -0.2 0.0 -0.8
H -3.926677 -0.253928 -2.677785 -0.4 0.4 0.5
H 3.023256 2.497075 -0.313494 0.1 -1.7 -0.1
H -0.234452 5.667025 3.978814 0.7 -1.1 -1.0
H -3.312581 1.304622 2.940270 2.3 -1.1 -0.7
H -2.177089 3.420550 -1.680599 1.2 -0.3 -0.2
H -5.024245 2.144258 0.014584 -0.6 -0.1 -0.3
H 0.349708 0.918541 0.644655 -0.9 -0.5 -0.3
H -1.796474 -2.060601 2.556010 0.5 -0.3 -0.4
H 2.624702 3.271355 2.586213 0.0 0.5 0.1
H 2.049809 -5.608476 -3.517757 0.0 -1.2 0.1
H -0.655794 2.372540 -2.181752 -0.4 1.3 0.3
H -5.273341 -1.614963 0.411362 0.1 -0.8 2.0
H -0.887670 3.405378 4.112665 -1.8 -1.0 -0.2
H 0.241183 -0.415690 -5.540979 -0.3 -0.5 -0.2
H -1.915976 4.630747 -4.061621 -0.1 -0.5 0.9
H -0.389591 1.053713 -4.730137 0.9 -1.3 0.3
H -1.340596 -4.049299 -2.565648 0.3 0.1 0.1
H -0.664837 5.116069 -2.971938 0.3 -0.2 0.2
H -2.258685 -3.480211 0.059757 -1.5 -0.1 0.9
H -5.192382 -1.907665 3.768671 1.5 0.5 -0.4
H 1.440361 -3.534446 2.870911 0.0 -0.8 0.1
H 2.607327 -4.449239 0.881525 -0.3 -0.1 0.2
H -0.688884 -0.865322 -3.502810 -1.5 -1.0 0.1
H 2.334123 -1.938709 1.325007 -0.2 0.0 -0.5
H -0.838913 1.076884 -0.633744 -1.7 0.9 -0.3
H 3.329808 -4.613202 -3.027653 -0.1 0.5 -0.1
H -6.192658 -1.792484 1.969754 2.6 -0.2 -1.5
H 2.593188 0.189508 -4.354203 0.6 -1.3 0.2
H 2.925920 0.717798 1.249008 -0.7 0.1 1.2
H -0.222949 -1.092142 3.827339 0.6 -0.5 0.2
H 4.696887 -4.355385 0.592160 0.1 0.8 -0.2
H -3.172695 -2.088717 -3.814664 0.3 -0.4 -0.3
H -0.621264 4.320581 2.796287 2.1 1.9 0.8
```
Positions in Å, forces in eV/Å.

E   -70464.9011 eV
2S+1   1
E_HOMO   -0.2852 hartree
Relative energy (zero: lowest compared OMol25 entry of this formula, charge and spin)   1.044 eV